Record 1
# C24H33N2O3ReSSb2

A structure of composition C24H33N2O3ReSSb2 at a distorted geometry (ωB97M-V/def2-TZVPD, the OMol25 dataset).

The geometry in XYZ format:
```
66
Properties=species:S:1:pos:R:3:mulliken_charge:R:1
Re -0.265 -1.159 -0.740 0.691
C -0.958 -2.612 3.129 -1.045
Sb -0.171 -1.008 1.946 0.644
C 1.918 -0.934 2.425 -1.290
C -0.842 0.880 2.912 -1.638
C 0.165 1.935 2.766 0.649
C 1.155 2.052 3.755 -0.529
C 2.109 3.045 3.709 -0.715
C 2.120 3.943 2.635 -0.674
C 1.170 3.835 1.634 -0.767
C 0.171 2.862 1.680 1.215
C -0.890 2.899 0.654 -1.466
Sb -0.656 1.494 -1.050 0.633
C -1.938 1.895 -2.715 -1.122
C 1.298 1.965 -1.826 -1.395
H -0.552 -2.499 4.136 0.404
H -0.637 -3.565 2.706 0.387
H -2.046 -2.548 3.146 0.353
H 2.044 -0.913 3.502 0.535
H 2.377 -0.051 1.986 0.277
H 2.397 -1.829 2.041 0.398
H -0.944 0.557 3.950 0.848
H -1.819 1.092 2.489 0.526
H 1.143 1.362 4.587 0.511
H 2.838 3.133 4.500 0.487
H 2.864 4.723 2.592 0.484
H 1.172 4.553 0.827 0.498
H -0.894 3.861 0.138 0.821
H -1.888 2.680 1.028 0.496
H -1.637 2.845 -3.154 0.500
H -2.970 1.944 -2.372 0.365
H -1.805 1.103 -3.456 0.383
H 1.326 3.000 -2.148 0.583
H 1.486 1.327 -2.688 0.439
H 2.060 1.803 -1.067 0.333
C 4.660 -2.844 -0.929 -1.562
C 4.175 -1.516 -1.542 1.893
C 4.831 -0.314 -0.824 -1.435
C 4.520 -1.485 -3.043 -1.604
C 2.776 -1.382 -1.346 0.113
N 1.649 -1.200 -1.106 -0.625
H 5.741 -2.889 -1.040 0.434
H 4.234 -3.698 -1.449 0.433
H 4.421 -2.915 0.129 0.333
H 5.909 -0.428 -0.902 0.456
H 4.566 -0.281 0.230 0.319
H 4.555 0.625 -1.298 0.370
H 5.600 -1.550 -3.144 0.423
H 4.186 -0.563 -3.512 0.380
H 4.080 -2.330 -3.566 0.422
O -1.778 -1.668 -2.611 -0.659
C -2.645 -1.561 -1.730 0.666
N -2.182 -1.320 -0.484 0.202
S -3.326 -0.523 0.401 0.988
O -2.997 0.870 0.116 -0.623
O -3.125 -0.886 1.772 -0.683
C -4.686 -1.081 -0.604 0.363
C -6.042 -1.009 -0.423 -0.598
C -6.854 -1.460 -1.470 -0.618
C -6.303 -1.950 -2.646 -0.594
C -4.926 -2.001 -2.824 -0.652
C -4.107 -1.565 -1.790 0.070
H -6.469 -0.636 0.495 0.524
H -7.926 -1.418 -1.353 0.459
H -6.954 -2.299 -3.433 0.453
H -4.487 -2.389 -3.729 0.536
```

Its charge is +3. For the total energy, the calculation gives -2225.40741 Ha. For the HOMO energy (alpha / beta), the calculation gives -16.912 / -16.854 eV. As for the spin multiplicity: 2. For the orbital gap (alpha / beta), the calculation gives 6.39 / 4.56 eV.


Record 2
# C24H33N3O4

The molecule C24H33N3O4 (ωB97M-V/def2-TZVPD, the OMol25 dataset).

The geometry in XYZ format:
```
64
Properties=species:S:1:pos:R:3:mulliken_charge:R:1
C -3.489 4.355 -0.847 -0.973
O -3.980 3.262 -0.114 -0.456
C -3.126 2.237 0.172 0.459
C -1.812 2.151 -0.255 -0.337
C -1.025 1.050 0.068 -0.200
C 0.399 0.961 -0.409 -0.869
N 1.264 0.546 0.673 -0.116
C 2.631 0.421 0.513 0.838
C 3.244 0.306 -0.732 -0.545
C 4.608 0.102 -0.838 -0.703
C 5.418 0.020 0.291 0.136
N 6.814 -0.120 0.231 0.140
C 7.475 0.053 -1.045 -0.754
C 8.966 0.291 -0.785 -0.795
O 9.550 -0.772 -0.070 -0.376
C 8.890 -0.958 1.162 -0.645
C 7.401 -1.234 0.953 -0.526
C 4.804 0.155 1.538 -0.420
C 3.446 0.345 1.647 -0.812
C -1.569 0.032 0.829 -1.143
C -2.880 0.106 1.276 -0.343
C -3.667 1.199 0.960 1.077
O -4.972 1.372 1.340 -0.517
C -5.578 0.356 2.103 -0.665
C -5.734 -0.973 1.343 0.521
O -5.780 -2.035 1.930 -0.651
N -5.823 -0.799 0.017 -0.042
C -5.852 -1.862 -0.987 1.529
C -4.585 -2.710 -0.852 -1.548
C -5.896 -1.186 -2.356 -1.821
C -7.097 -2.725 -0.773 -1.759
H -3.168 4.058 -1.851 0.375
H -4.322 5.051 -0.928 0.242
H -2.657 4.847 -0.332 0.371
H -1.383 2.940 -0.852 0.425
H 0.712 1.927 -0.838 0.407
H 0.462 0.207 -1.204 0.319
H 0.983 0.899 1.577 0.238
H 2.658 0.365 -1.636 0.340
H 5.033 0.002 -1.825 0.391
H 7.061 0.926 -1.551 0.482
H 7.363 -0.833 -1.693 0.390
H 9.514 0.364 -1.726 0.365
H 9.084 1.228 -0.219 0.362
H 9.379 -1.804 1.646 0.340
H 9.008 -0.058 1.786 0.348
H 6.909 -1.357 1.917 0.415
H 7.292 -2.172 0.380 0.233
H 5.405 0.126 2.435 0.434
H 2.995 0.445 2.625 0.302
H -0.968 -0.829 1.078 0.472
H -3.279 -0.706 1.863 0.410
H -6.574 0.736 2.348 0.366
H -5.040 0.167 3.039 0.338
H -5.761 0.150 -0.323 0.312
H -4.558 -3.174 0.130 0.392
H -4.571 -3.489 -1.609 0.448
H -3.699 -2.088 -0.969 0.277
H -5.923 -1.936 -3.141 0.436
H -5.013 -0.566 -2.504 0.415
H -6.783 -0.562 -2.447 0.442
H -7.997 -2.123 -0.874 0.387
H -7.128 -3.527 -1.505 0.438
H -7.075 -3.156 0.223 0.405
```

Its charge is 0. For the total energy, the calculation gives -1399.54887 Ha. For the HOMO energy, the calculation gives -7.167 eV. As for the spin multiplicity: 1. The energy above the lowest of the compared OMol25 structures with the same formula, charge and spin is 193.5 kJ/mol. For the orbital gap, the calculation gives 7.76 eV.


Record 3
# C24H33N3O7S2Zr

A structure of composition C24H33N3O7S2Zr (ωB97M-V/def2-TZVPD, the OMol25 dataset).

The geometry in XYZ format:
```
70
Properties=species:S:1:pos:R:3:mulliken_charge:R:1
Zr 0.641 -0.448 -0.234 0.094
C -1.679 1.372 -2.015 -1.148
C -2.235 0.762 -0.743 -0.033
O -1.625 -0.534 -0.569 -0.199
C -2.121 -1.586 -1.434 -0.890
C -1.150 -1.891 -2.573 -0.635
O 0.181 -1.837 -2.043 0.288
C 1.199 -2.717 -2.532 -0.731
C 2.179 -2.984 -1.392 -0.833
O 2.434 -1.788 -0.611 -0.393
C 3.663 -1.099 -0.951 -0.703
C 3.428 -0.328 -2.232 -0.825
O 2.092 0.179 -2.162 0.222
C 1.628 0.687 -3.415 -0.840
C 0.413 1.538 -3.148 -0.998
O -0.344 0.873 -2.131 0.329
H -1.680 2.462 -1.951 0.475
H -2.242 1.072 -2.904 0.474
H -3.320 0.661 -0.771 0.627
H -1.953 1.337 0.137 -0.193
H -3.088 -1.290 -1.840 0.765
H -2.260 -2.456 -0.798 0.306
H -1.233 -1.177 -3.392 0.184
H -1.360 -2.891 -2.957 0.699
H 1.682 -2.260 -3.397 0.196
H 0.761 -3.666 -2.848 0.783
H 3.123 -3.353 -1.794 0.685
H 1.786 -3.718 -0.697 0.371
H 4.469 -1.824 -1.055 0.589
H 3.874 -0.445 -0.112 0.272
H 3.520 -0.970 -3.114 0.538
H 4.141 0.494 -2.328 0.514
H 1.391 -0.157 -4.071 0.310
H 2.407 1.289 -3.886 0.595
H -0.188 1.626 -4.056 0.649
H 0.686 2.531 -2.793 0.256
C 2.050 1.222 0.831 -0.359
C 2.830 2.002 -0.059 -0.648
C 2.038 2.986 -0.642 -1.319
C 0.739 2.835 -0.142 -0.901
C 0.715 1.775 0.787 0.602
H 2.447 0.688 1.687 0.722
H 3.891 1.877 -0.233 0.772
H 2.369 3.733 -1.347 0.530
H -0.105 3.465 -0.390 0.725
H -0.036 1.669 1.557 0.082
N -4.258 3.457 3.893 -0.491
C -3.197 2.605 3.820 0.899
C -3.403 1.228 3.606 -0.928
C -2.333 0.368 3.512 -0.517
C -1.033 0.867 3.606 -0.195
C -0.810 2.224 3.828 -0.069
C -1.883 3.085 3.928 -0.840
S 0.311 -0.237 3.531 1.171
O 1.528 0.493 3.675 -0.670
O 0.034 -1.380 4.353 -0.809
N 0.274 -0.850 1.959 -0.413
C -0.086 -2.145 1.782 0.358
S -0.637 -3.390 2.829 0.006
C -0.823 -4.421 1.443 -0.614
C -0.460 -3.794 0.314 -0.914
N -0.023 -2.493 0.507 0.798
H -5.177 3.077 4.039 0.227
H -4.111 4.382 4.260 0.228
H -4.413 0.842 3.557 0.381
H -2.503 -0.696 3.400 0.506
H 0.203 2.589 3.925 0.529
H -1.712 4.137 4.115 0.355
H -1.171 -5.435 1.553 0.511
H -0.478 -4.228 -0.676 0.482
```

Its charge is +2. For the total energy, the calculation gives -2468.21034 Ha. For the HOMO energy, the calculation gives -12.805 eV. As for the spin multiplicity: 1. For the orbital gap, the calculation gives 6.88 eV.


The highest charge belongs to which entry?
C24H33N2O3ReSSb2


Which of these has the lowest charge?
C24H33N3O4


Copy entry 3 word for word.
# C24H33N3O7S2Zr

A structure of composition C24H33N3O7S2Zr (ωB97M-V/def2-TZVPD, the OMol25 dataset).

The geometry in XYZ format:
```
70
Properties=species:S:1:pos:R:3:mulliken_charge:R:1
Zr 0.641 -0.448 -0.234 0.094
C -1.679 1.372 -2.015 -1.148
C -2.235 0.762 -0.743 -0.033
O -1.625 -0.534 -0.569 -0.199
C -2.121 -1.586 -1.434 -0.890
C -1.150 -1.891 -2.573 -0.635
O 0.181 -1.837 -2.043 0.288
C 1.199 -2.717 -2.532 -0.731
C 2.179 -2.984 -1.392 -0.833
O 2.434 -1.788 -0.611 -0.393
C 3.663 -1.099 -0.951 -0.703
C 3.428 -0.328 -2.232 -0.825
O 2.092 0.179 -2.162 0.222
C 1.628 0.687 -3.415 -0.840
C 0.413 1.538 -3.148 -0.998
O -0.344 0.873 -2.131 0.329
H -1.680 2.462 -1.951 0.475
H -2.242 1.072 -2.904 0.474
H -3.320 0.661 -0.771 0.627
H -1.953 1.337 0.137 -0.193
H -3.088 -1.290 -1.840 0.765
H -2.260 -2.456 -0.798 0.306
H -1.233 -1.177 -3.392 0.184
H -1.360 -2.891 -2.957 0.699
H 1.682 -2.260 -3.397 0.196
H 0.761 -3.666 -2.848 0.783
H 3.123 -3.353 -1.794 0.685
H 1.786 -3.718 -0.697 0.371
H 4.469 -1.824 -1.055 0.589
H 3.874 -0.445 -0.112 0.272
H 3.520 -0.970 -3.114 0.538
H 4.141 0.494 -2.328 0.514
H 1.391 -0.157 -4.071 0.310
H 2.407 1.289 -3.886 0.595
H -0.188 1.626 -4.056 0.649
H 0.686 2.531 -2.793 0.256
C 2.050 1.222 0.831 -0.359
C 2.830 2.002 -0.059 -0.648
C 2.038 2.986 -0.642 -1.319
C 0.739 2.835 -0.142 -0.901
C 0.715 1.775 0.787 0.602
H 2.447 0.688 1.687 0.722
H 3.891 1.877 -0.233 0.772
H 2.369 3.733 -1.347 0.530
H -0.105 3.465 -0.390 0.725
H -0.036 1.669 1.557 0.082
N -4.258 3.457 3.893 -0.491
C -3.197 2.605 3.820 0.899
C -3.403 1.228 3.606 -0.928
C -2.333 0.368 3.512 -0.517
C -1.033 0.867 3.606 -0.195
C -0.810 2.224 3.828 -0.069
C -1.883 3.085 3.928 -0.840
S 0.311 -0.237 3.531 1.171
O 1.528 0.493 3.675 -0.670
O 0.034 -1.380 4.353 -0.809
N 0.274 -0.850 1.959 -0.413
C -0.086 -2.145 1.782 0.358
S -0.637 -3.390 2.829 0.006
C -0.823 -4.421 1.443 -0.614
C -0.460 -3.794 0.314 -0.914
N -0.023 -2.493 0.507 0.798
H -5.177 3.077 4.039 0.227
H -4.111 4.382 4.260 0.228
H -4.413 0.842 3.557 0.381
H -2.503 -0.696 3.400 0.506
H 0.203 2.589 3.925 0.529
H -1.712 4.137 4.115 0.355
H -1.171 -5.435 1.553 0.511
H -0.478 -4.228 -0.676 0.482
```

Its charge is +2. For the total energy, the calculation gives -2468.21034 Ha. For the HOMO energy, the calculation gives -12.805 eV. As for the spin multiplicity: 1. For the orbital gap, the calculation gives 6.88 eV.


What did the second record say?
# C24H33N3O4

The molecule C24H33N3O4 (ωB97M-V/def2-TZVPD, the OMol25 dataset).

The geometry in XYZ format:
```
64
Properties=species:S:1:pos:R:3:mulliken_charge:R:1
C -3.489 4.355 -0.847 -0.973
O -3.980 3.262 -0.114 -0.456
C -3.126 2.237 0.172 0.459
C -1.812 2.151 -0.255 -0.337
C -1.025 1.050 0.068 -0.200
C 0.399 0.961 -0.409 -0.869
N 1.264 0.546 0.673 -0.116
C 2.631 0.421 0.513 0.838
C 3.244 0.306 -0.732 -0.545
C 4.608 0.102 -0.838 -0.703
C 5.418 0.020 0.291 0.136
N 6.814 -0.120 0.231 0.140
C 7.475 0.053 -1.045 -0.754
C 8.966 0.291 -0.785 -0.795
O 9.550 -0.772 -0.070 -0.376
C 8.890 -0.958 1.162 -0.645
C 7.401 -1.234 0.953 -0.526
C 4.804 0.155 1.538 -0.420
C 3.446 0.345 1.647 -0.812
C -1.569 0.032 0.829 -1.143
C -2.880 0.106 1.276 -0.343
C -3.667 1.199 0.960 1.077
O -4.972 1.372 1.340 -0.517
C -5.578 0.356 2.103 -0.665
C -5.734 -0.973 1.343 0.521
O -5.780 -2.035 1.930 -0.651
N -5.823 -0.799 0.017 -0.042
C -5.852 -1.862 -0.987 1.529
C -4.585 -2.710 -0.852 -1.548
C -5.896 -1.186 -2.356 -1.821
C -7.097 -2.725 -0.773 -1.759
H -3.168 4.058 -1.851 0.375
H -4.322 5.051 -0.928 0.242
H -2.657 4.847 -0.332 0.371
H -1.383 2.940 -0.852 0.425
H 0.712 1.927 -0.838 0.407
H 0.462 0.207 -1.204 0.319
H 0.983 0.899 1.577 0.238
H 2.658 0.365 -1.636 0.340
H 5.033 0.002 -1.825 0.391
H 7.061 0.926 -1.551 0.482
H 7.363 -0.833 -1.693 0.390
H 9.514 0.364 -1.726 0.365
H 9.084 1.228 -0.219 0.362
H 9.379 -1.804 1.646 0.340
H 9.008 -0.058 1.786 0.348
H 6.909 -1.357 1.917 0.415
H 7.292 -2.172 0.380 0.233
H 5.405 0.126 2.435 0.434
H 2.995 0.445 2.625 0.302
H -0.968 -0.829 1.078 0.472
H -3.279 -0.706 1.863 0.410
H -6.574 0.736 2.348 0.366
H -5.040 0.167 3.039 0.338
H -5.761 0.150 -0.323 0.312
H -4.558 -3.174 0.130 0.392
H -4.571 -3.489 -1.609 0.448
H -3.699 -2.088 -0.969 0.277
H -5.923 -1.936 -3.141 0.436
H -5.013 -0.566 -2.504 0.415
H -6.783 -0.562 -2.447 0.442
H -7.997 -2.123 -0.874 0.387
H -7.128 -3.527 -1.505 0.438
H -7.075 -3.156 0.223 0.405
```

Its charge is 0. For the total energy, the calculation gives -1399.54887 Ha. For the HOMO energy, the calculation gives -7.167 eV. As for the spin multiplicity: 1. The energy above the lowest of the compared OMol25 structures with the same formula, charge and spin is 193.5 kJ/mol. For the orbital gap, the calculation gives 7.76 eV.